No. 1
A structure of composition C29H37EuN6O2PS3. Source: the Open Molecules 2025 dataset; level of theory: the ωB97M-V functional and the def2-TZVPD basis.

Geometry (Å):
Eu -1.10418 -0.50709 0.71405
O -0.30656 -3.54821 1.11234
N 0.62970 -2.52140 0.87476
C 1.80833 -2.98000 0.74902
C 3.04732 -2.15982 0.51844
C 4.20948 -2.86174 0.82086
C 5.46046 -2.26646 0.73426
C 5.54393 -0.94604 0.33228
C 4.38786 -0.24963 0.00718
C 3.12677 -0.82923 0.08003
P 1.62180 0.07944 -0.53456
C 1.87044 -0.31520 -2.31557
C 2.92389 0.16693 -3.08917
C 3.09004 -0.23718 -4.40370
C 2.20316 -1.14580 -4.97087
C 1.15300 -1.63772 -4.21118
C 0.98726 -1.21940 -2.89752
C 2.10035 1.83109 -0.39065
C 1.80001 2.71402 -1.42758
C 1.98780 4.08084 -1.27755
C 2.47396 4.58473 -0.07821
C 2.75349 3.71494 0.96730
C 2.56025 2.35119 0.81639
H -0.88405 -3.14105 1.78644
H 1.95018 -4.05095 0.88304
H 4.13235 -3.89312 1.14123
H 6.34947 -2.83078 0.97959
H 6.50514 -0.45521 0.25918
H 4.46851 0.78143 -0.31646
H 3.62922 0.86794 -2.65911
H 3.91474 0.15155 -4.98584
H 2.32967 -1.46314 -5.99717
H 0.45214 -2.33963 -4.64508
H 0.14865 -1.59455 -2.31781
H 1.38688 2.33549 -2.35440
H 1.74766 4.74606 -2.09611
H 2.61832 5.65005 0.04434
H 3.09878 4.10148 1.91648
H 2.74347 1.70119 1.66482
C -2.19390 2.99185 4.27289
C -2.26038 2.00311 3.11756
S -0.67873 1.67623 2.36259
C -3.44034 1.47994 2.70568
C -4.73586 1.88558 3.37746
S -3.67889 0.32725 1.37304
H -1.15501 3.21455 4.51252
H -2.66723 2.60865 5.18036
H -2.68609 3.94135 4.04509
H -4.60098 2.48740 4.26934
H -5.31824 0.99712 3.64606
H -5.36518 2.44969 2.68380
C -1.15210 -0.98270 5.15598
C -1.92830 -1.34890 3.91656
N -3.25747 -1.32134 3.98647
O -1.32139 -1.66585 2.87388
H -1.55797 -1.47378 6.03997
H -1.22199 0.09966 5.27555
H -0.10943 -1.24644 5.00767
H -3.65284 -0.88464 4.80390
H -3.70663 -1.09893 3.07901
C -3.29447 -2.77577 -4.02944
N -2.56430 -3.40576 -2.93766
C -1.72767 -4.56154 -3.21539
C -2.39664 -2.73190 -1.81018
N -2.25677 -2.13334 -0.83356
H -3.92191 -3.52363 -4.51382
H -2.60960 -2.34498 -4.76349
H -3.92826 -1.98814 -3.63086
H -2.34568 -5.36862 -3.60985
H -1.26381 -4.89726 -2.29116
H -0.95087 -4.31981 -3.94457
N -2.09738 3.59308 -2.50562
C -1.77873 2.72488 -1.51158
N -1.71997 3.22954 -0.28998
S -1.48696 1.09520 -1.87832
H -2.39841 4.52873 -2.30425
H -2.24384 3.21269 -3.42259
H -1.85470 4.21249 -0.12553
H -1.39074 2.64933 0.49897

Values from the calculation:
multiplicity	8
energy relative to the best compared isomer or geometry (same formula, charge and spin)	0.0089	eV
expectation value of S²	15.7602
E_tot	-3852.5941	a.u.
HOMO (alpha / beta)	-5.4169 / -5.5933	eV

Atom charges from the Löwdin analysis, given in e for atoms 1 to 2: 0.954, -0.091

No. 2
A structure of composition C29H38BrF6N5O7P2SSeSiV. Source: the Open Molecules 2025 dataset; level of theory: the ωB97M-V functional and the def2-TZVPD basis.

Geometry (Å):
V -1.04244 0.22242 0.30329
C 3.30161 2.26243 2.58972
C 1.80789 2.26326 2.71316
C 1.13966 2.98385 3.69138
C -0.23574 2.91349 3.78173
C -0.93755 2.12863 2.88488
Br -2.79694 2.04346 3.16151
N -0.32562 1.44611 1.90926
C 1.01962 1.51733 1.85174
H 3.75729 2.62609 3.50995
H 3.63380 2.91507 1.77947
H 3.66793 1.25374 2.39685
H 1.69496 3.58741 4.39888
H -0.77755 3.44337 4.55031
H 1.49058 0.90300 1.09772
C -0.11043 -4.31359 -2.08272
C -0.26525 -2.82057 -1.78985
O 0.12496 -2.02004 -2.90180
P -1.98961 -2.37372 -1.41562
O -2.96622 -2.86530 -2.55241
O -2.38636 -3.30390 -0.23383
O -2.08454 -0.88173 -1.21970
P 0.64961 -2.38195 -0.24978
O 2.12044 -2.56891 -0.69963
O 0.08596 -3.20408 0.84599
O 0.37166 -0.81099 -0.09098
H -0.75584 -4.60425 -2.91137
H -0.34900 -4.91914 -1.21054
H 0.92792 -4.51032 -2.35511
H 1.06665 -2.18287 -3.04975
H -3.04054 -2.23506 -3.28109
H -1.62363 -3.39072 0.40921
H 2.75972 -2.26832 0.06640
F -3.92810 -2.95051 4.63780
C -3.31305 -2.24259 3.67138
C -4.07448 -1.77520 2.61374
C -3.44251 -1.05016 1.61907
C -2.07665 -0.77267 1.69572
C -1.34528 -1.26780 2.77491
C -1.95595 -2.01745 3.77111
H -5.13399 -1.98989 2.58277
H -4.02708 -0.67753 0.78625
H -0.27619 -1.10149 2.84745
H -1.39617 -2.41779 4.60578
C -3.98331 4.13060 -2.13310
Si -3.69288 2.29812 -2.17182
C -2.84828 1.73485 -3.72739
C -5.23463 1.31941 -1.83092
Se -2.34902 1.96319 -0.35268
H -4.70345 4.43120 -2.89764
H -3.04923 4.66736 -2.30816
H -4.36689 4.43632 -1.15885
H -3.54968 1.76558 -4.56571
H -2.49337 0.70806 -3.61675
H -1.99637 2.36685 -3.97958
H -5.96940 1.42915 -2.63192
H -5.69378 1.64828 -0.89721
H -4.98776 0.26062 -1.72830
F 2.51939 -6.27793 4.98027
C 2.66212 -5.16366 4.25668
C 2.03393 -3.99245 4.64016
F 1.26879 -3.97512 5.73840
C 2.19131 -2.84994 3.87977
F 1.53815 -1.75103 4.30142
C 2.96563 -2.80447 2.72380
S 3.10982 -1.33669 1.77148
C 3.57241 -4.00413 2.36918
F 4.31723 -4.07887 1.25656
C 3.43565 -5.16417 3.11064
F 4.04227 -6.28984 2.72237
C 2.02259 2.83410 -0.90423
N 2.86700 3.43832 -1.93325
C 3.68819 2.37058 -2.51716
N 2.87506 1.29875 -3.09610
C 2.02205 0.74794 -2.04225
N 1.15755 1.77219 -1.43735
C 0.34153 2.35769 -2.50707
N 1.14548 2.94151 -3.57916
C 2.00047 3.97321 -2.98618
C 2.01089 1.88815 -4.12010
H 1.39828 3.60281 -0.43987
H 2.67508 2.40136 -0.14418
H 4.32842 1.94865 -1.73970
H 4.32063 2.79854 -3.29739
H 2.64658 0.30272 -1.26343
H 1.38120 -0.02645 -2.46063
H -0.29855 3.13051 -2.07500
H -0.29336 1.57130 -2.92061
H 1.36758 4.75578 -2.56132
H 2.62247 4.41411 -3.76756
H 2.63420 2.31181 -4.91016
H 1.38448 1.10401 -4.55123

Values from the calculation:
multiplicity	2
energy relative to the best compared isomer or geometry (same formula, charge and spin)	0.0000	eV
expectation value of S²	0.7754
E_tot	-9817.6387	a.u.
HOMO (alpha / beta)	-7.2258 / -7.2312	eV

Atom charges from the Löwdin analysis, given in e for atoms 1 to 2: 0.622, -0.037

No. 3
A structure of composition C29H38CaN5S5Se. Source: the Open Molecules 2025 dataset; level of theory: the ωB97M-V functional and the def2-TZVPD basis.

Geometry (Å):
Ca -0.95665 0.31276 1.04287
C -3.62243 -2.71243 3.17595
C -4.22536 -2.32677 1.82690
S -2.87692 -1.94339 0.67976
C -3.21729 -2.80633 -0.87475
C -2.07057 -3.76282 -1.19748
S -0.43747 -3.00622 -0.94922
C 0.03609 -3.88368 0.56936
C 1.21962 -3.23802 1.27366
S 0.92202 -1.66340 2.11141
C 0.41828 -2.12633 3.78632
C -0.94488 -2.77526 3.96613
S -2.28985 -1.58964 3.69886
H -3.20700 -3.71774 3.11034
H -4.40535 -2.72979 3.93566
H -4.89946 -1.47836 1.92243
H -4.79923 -3.16215 1.42178
H -3.31028 -2.06376 -1.66867
H -4.17212 -3.32720 -0.80160
H -2.14270 -4.07222 -2.24099
H -2.13013 -4.66704 -0.59199
H 0.30408 -4.91026 0.31106
H -0.83311 -3.90751 1.22620
H 2.03062 -3.03375 0.57234
H 1.61341 -3.91982 2.03090
H 0.47801 -1.19525 4.35538
H 1.19475 -2.78108 4.18760
H -1.00423 -3.16775 4.98305
H -1.06207 -3.61664 3.28407
N -3.72224 0.64415 -1.40002
C -2.76350 1.58691 -1.55148
N -1.63561 1.61203 -0.89078
C -0.88585 2.72882 -1.30886
C 0.32402 3.13810 -0.75978
C 0.92828 4.27978 -1.25233
C 0.34469 5.02170 -2.28151
C -0.86781 4.63791 -2.82174
C -1.46940 3.49372 -2.31558
S -3.00319 2.80663 -2.75644
H -3.69656 0.05063 -0.58156
H -4.64290 0.84932 -1.75310
H 0.81169 2.58440 0.03242
H 1.86679 4.60382 -0.82537
H 0.83326 5.91395 -2.64452
H -1.33909 5.21811 -3.60127
C 5.26503 -0.19736 -1.06704
N 4.41961 -0.08858 -2.23932
C 3.07420 -0.09722 -2.26048
Se 1.93234 -0.27941 -0.82442
N 2.68613 0.04240 -3.54674
C 3.79195 0.13377 -4.37735
C 3.92620 0.28008 -5.74825
C 5.21867 0.33449 -6.24020
C 6.33251 0.24796 -5.39688
C 6.19570 0.10392 -4.02677
C 4.90024 0.04830 -3.53791
H 4.62242 -0.30484 -0.19596
H 5.87204 0.70190 -0.97011
H 5.91099 -1.06918 -1.16290
H 1.71405 0.06607 -3.80564
H 3.07116 0.34831 -6.40378
H 5.37201 0.44702 -7.30321
H 7.32239 0.29518 -5.82548
H 7.05632 0.03879 -3.37806
C 0.86109 2.15656 3.28297
C -0.61018 2.32556 3.47497
C -1.27738 3.13441 4.35344
C -2.66361 2.92290 4.12054
C -2.75154 1.99291 3.12131
C -3.97774 1.44554 2.48195
N -1.49525 1.60119 2.70610
H 1.41861 2.74936 4.00839
H 1.21089 2.48470 2.29264
H 1.19575 1.11883 3.41568
H -0.82843 3.80362 5.06699
H -3.49019 3.40050 4.61891
H -4.87127 1.92107 2.88726
H -4.09186 0.37126 2.64527
H -4.00517 1.62184 1.39866

Values from the calculation:
total charge	+1
E_tot	-6471.5816	a.u.
HOMO	-8.6914	eV

Atom charges from the Löwdin analysis, given in e for atoms 1 to 2: 1.037, -0.507